Record 1
{"formula": "C27H43Br24O10PS", "method": "ωB97M-V/def2-TZVPD", "orbital_gap_ha": 0.345, "charge": 0, "spin_multiplicity": 1, "elements": ["C", "C", "O", "P", "O", "C", "C", "C", "C", "C", "O", "S", "O", "O", "C", "C", "C", "C", "C", "O", "C", "C", "O", "C", "C", "O", "C", "O", "O", "C", "C", "H", "H", "H", "H", "H", "H", "H", "H", "H", "H", "H", "H", "H", "H", "H", "H", "H", "H", "H", "H", "H", "H", "H", "H", "H", "H", "H", "H", "H", "H", "H", "H", "H", "H", "H", "C", "Br", "Br", "Br", "H", "C", "Br", "Br", "Br", "H", "C", "Br", "Br", "Br", "H", "C", "Br", "Br", "Br", "H", "C", "Br", "Br", "Br", "H", "C", "Br", "Br", "Br", "H", "C", "Br", "Br", "Br", "H", "C", "Br", "Br", "Br", "H"], "coordinates": [[5.27489, -0.01399, 3.26241], [4.11572, -0.61386, 2.30365], [2.88541, 0.16021, 2.32060], [2.76850, 1.23773, 1.02243], [3.46608, 2.59060, 1.33241], [0.91184, 1.67116, 0.86322], [0.01265, 0.31140, 0.95725], [-1.51136, 0.76443, 1.17523], [-2.08173, 1.29302, -0.23361], [-2.95917, 0.23912, -1.04993], [-4.22812, -0.12656, -0.44324], [-4.15608, -0.24989, 1.21463], [-4.88444, 0.95011, 1.78064], [-4.93060, -1.46630, 1.69514], [-2.44701, -0.30773, 1.92232], [-1.87984, -1.80014, 1.98219], [-1.99487, -2.64087, 0.62689], [-1.36469, -4.11571, 0.92213], [-0.35777, -4.55939, -0.27571], [0.99951, -4.78258, 0.18553], [1.84894, -3.68134, -0.07995], [2.20188, -3.10609, -1.52015], [2.40117, -3.14316, 0.91385], [-2.59716, 0.18937, 3.46580], [-1.20698, 0.22650, 4.25525], [-1.53961, -0.02836, 5.67245], [-1.24929, -1.37388, 5.99672], [-2.09777, -2.28592, 6.00005], [3.39296, 0.65048, -0.44788], [2.49136, 0.85038, -1.56631], [3.33024, 0.53494, -2.92002], [5.75821, -0.92449, 3.77757], [4.77867, 0.66025, 4.03306], [6.10115, 0.50866, 2.68274], [4.53728, -0.83233, 1.27088], [3.85239, -1.64019, 2.75708], [0.68656, 2.29373, -0.06671], [0.69845, 2.36065, 1.76218], [0.40971, -0.22424, 1.88727], [0.08816, -0.30357, 0.00199], [-1.47332, 1.69120, 1.86241], [-2.64442, 2.27649, -0.09265], [-1.18434, 1.54640, -0.90734], [-3.22393, 0.74949, -2.04959], [-2.40842, -0.71916, -1.33893], [-0.80871, -1.89929, 2.34727], [-2.52796, -2.35837, 2.75804], [-3.08660, -2.80421, 0.35964], [-1.35497, -2.20013, -0.20282], [-0.71496, -4.08543, 1.86843], [-2.15977, -4.91217, 1.07509], [-0.76955, -5.56775, -0.65266], [-0.40192, -3.85362, -1.17195], [2.46899, -1.98771, -1.47670], [1.35354, -3.24424, -2.26492], [3.12459, -3.60862, -1.99272], [-3.01363, 1.26386, 3.49140], [-3.38794, -0.46209, 3.96734], [-0.46125, -0.58044, 3.96158], [-0.71950, 1.26082, 4.18977], [-0.18162, -1.65071, 6.32369], [1.61553, 0.12434, -1.47634], [2.10968, 1.91454, -1.68187], [3.24085, -0.58173, -3.16799], [4.42381, 0.71654, -2.65338], [3.04541, 1.21735, -3.78298], [-1.02525, 4.09169, -3.54334], [-0.52985, 3.64738, -5.36325], [-2.87276, 3.63801, -3.16805], [0.18825, 3.30330, -2.25030], [-0.93692, 5.17232, -3.44438], [-2.71506, -6.28395, 4.22500], [-2.61593, -4.51586, 5.01465], [-4.10297, -6.39423, 2.87274], [-0.99286, -6.86543, 3.54208], [-2.99082, -6.97369, 5.02059], [6.43960, 3.65344, -2.12714], [7.88797, 2.36209, -2.12310], [5.74528, 3.95140, -3.91533], [5.03863, 3.16351, -0.87978], [6.85505, 4.59964, -1.78570], [-1.99397, -10.58179, 2.13770], [-0.51726, -11.83834, 2.11120], [-2.70709, -10.27050, 0.36089], [-3.37739, -11.12238, 3.38659], [-1.59703, -9.63064, 2.49262], [-2.76597, 7.94446, -2.80240], [-2.27485, 7.50804, -4.62766], [-4.61021, 7.48300, -2.42351], [-1.54640, 7.15169, -1.51815], [-2.67919, 9.02425, -2.69868], [-8.82423, 6.10916, -1.24543], [-10.32588, 6.10413, -2.47200], [-7.44549, 4.85833, -1.78824], [-8.11355, 7.89465, -0.98435], [-9.19907, 5.77136, -0.28132], [10.64304, -0.54516, -0.90454], [12.09082, -1.83507, -0.89625], [9.95272, -0.24849, -2.69229], [9.23616, -1.03168, 0.33802], [11.05734, 0.40107, -0.56212], [-2.21573, 5.76300, -8.85176], [-1.49204, 7.53297, -8.52872], [-0.81328, 4.44791, -9.11459], [-3.45768, 5.22828, -7.46139], [-2.78098, 5.81459, -9.78013]], "mulliken_charge": [-1.02, -0.23, -0.15, 1.01, -0.87, -0.01, 0.04, -0.13, 0.01, -0.37, -0.40, 1.60, -0.75, -0.70, 0.63, -1.33, 0.01, 0.08, -0.57, -0.36, 0.44, -0.44, -0.45, -1.00, -0.19, -0.40, 0.16, -0.55, -0.32, 0.51, -0.98, 0.34, 0.25, 0.23, 0.27, 0.25, -0.69, 0.56, 0.46, -0.32, 0.37, 0.34, -0.56, 0.33, 0.12, 0.45, 0.19, 0.40, -0.26, 0.16, 0.06, 0.32, 0.19, -0.14, 0.33, 0.40, 0.40, 0.53, 0.28, 0.18, 0.40, 0.12, -0.20, 0.20, 0.24, 0.27, -0.06, 0.05, 0.05, 0.06, 0.00, -0.36, 0.17, -0.05, -0.10, 0.40, -0.41, 0.03, -0.06, 0.15, 0.41, 0.21, -0.02, -0.01, -0.01, -0.17, -0.41, 0.05, 0.08, 0.00, 0.35, -0.30, -0.01, -0.01, -0.05, 0.35, -0.33, -0.05, -0.06, 0.04, 0.36, -0.30, -0.03, -0.03, -0.02, 0.34]}

---

Record 2
{"formula": "C27H43N3O6OsSi2", "method": "ωB97M-V/def2-TZVPD", "relative_energy_kcal_mol": 1.3, "s_squared": 6.027, "orbital_gap_ha": [0.228, 0.160], "charge": 2, "spin_multiplicity": 5, "elements": ["Os", "C", "N", "C", "C", "O", "C", "O", "C", "C", "O", "N", "C", "C", "H", "H", "H", "H", "H", "H", "H", "H", "H", "H", "H", "H", "H", "H", "H", "H", "C", "Si", "C", "C", "C", "C", "C", "C", "C", "C", "N", "Si", "C", "C", "C", "H", "H", "H", "H", "H", "H", "H", "H", "H", "H", "H", "H", "H", "H", "H", "H", "H", "H", "H", "H", "H", "H", "O", "C", "C", "C", "C", "C", "C", "C", "O", "O", "H", "H", "H", "H", "H"], "coordinates": [[-0.48522, -0.16067, 0.38103], [4.67871, -2.26648, 1.52791], [3.30089, -2.49880, 1.12296], [3.10022, -3.65134, 0.25102], [2.28435, -1.68481, 1.39703], [1.12983, -1.88093, 1.00044], [2.56282, -0.42995, 2.22339], [1.36245, 0.27409, 2.46356], [0.76455, 0.07849, 3.72265], [-0.61518, -0.55735, 3.59609], [-1.04883, -0.94431, 2.50033], [-1.31754, -0.67732, 4.72107], [-2.60859, -1.36099, 4.71259], [-0.83844, -0.21140, 6.01934], [5.12512, -3.21370, 1.82610], [5.25920, -1.86453, 0.69440], [4.74923, -1.58082, 2.36773], [3.36119, -4.56948, 0.77730], [2.06032, -3.69512, -0.05202], [3.73848, -3.55542, -0.62931], [3.05458, -0.68099, 3.16480], [3.21893, 0.23611, 1.65842], [1.37433, -0.56148, 4.36702], [0.67811, 1.05522, 4.20281], [-2.79900, -1.77605, 3.72928], [-2.60307, -2.16552, 5.44711], [-3.40666, -0.66236, 4.96918], [-0.44593, 0.80270, 5.96348], [-1.67635, -0.20087, 6.71024], [-0.06974, -0.86870, 6.43049], [-1.47935, 3.54709, -2.84258], [-1.38461, 1.74677, -2.30553], [-3.11838, 1.33462, -1.67151], [-0.71201, 0.64658, -3.68010], [-0.17400, 1.57256, -0.76231], [-0.72665, 2.42150, 0.31096], [-0.77995, 3.80008, 0.48212], [-1.41676, 4.29896, 1.60424], [-1.99007, 3.42549, 2.52760], [-1.88011, 2.06776, 2.31801], [-1.24565, 1.59080, 1.24388], [1.69614, 1.94164, -1.15398], [1.83498, 3.23883, -2.50827], [2.55971, 0.34970, -1.68645], [2.42152, 2.63508, 0.44928], [-2.24416, 3.63669, -3.61926], [-0.54991, 3.93445, -3.25779], [-1.78826, 4.19460, -2.02198], [-3.80171, 1.12764, -2.50093], [-3.52817, 2.18740, -1.12606], [-3.14237, 0.47916, -1.00545], [-1.52494, 0.25645, -4.30048], [-0.14652, -0.19686, -3.28421], [-0.04829, 1.20302, -4.34368], [-0.33505, 4.45395, -0.25493], [-1.47627, 5.36815, 1.76038], [-2.50488, 3.80383, 3.39857], [-2.30952, 1.34877, 3.00257], [1.36545, 2.91497, -3.43794], [2.89162, 3.42395, -2.71907], [1.39490, 4.19316, -2.21513], [2.59899, 0.28367, -2.77622], [2.05423, -0.54137, -1.31641], [3.59181, 0.33990, -1.32670], [2.21199, 3.70189, 0.54295], [3.50884, 2.52355, 0.46232], [2.01141, 2.13954, 1.32941], [-3.71371, -2.79886, -2.33368], [-2.72479, -3.09763, -3.10375], [-2.98685, -3.75352, -4.34079], [-1.94740, -4.05159, -5.17369], [-0.62513, -3.74327, -4.79738], [-0.35738, -3.09652, -3.57831], [-1.38680, -2.75899, -2.73837], [-1.16446, -1.96257, -1.51170], [-2.11887, -1.74284, -0.72559], [-0.03581, -1.43172, -1.29536], [-3.34738, -2.32770, -1.52036], [-4.01160, -3.99068, -4.59645], [-2.14355, -4.53060, -6.12297], [0.19069, -3.99575, -5.46201], [0.65028, -2.83897, -3.28136]], "mulliken_charge": [2.89, -0.97, 0.12, -1.01, 1.05, -0.63, -1.46, -0.31, -0.95, 0.46, -0.69, 0.25, -1.08, -0.96, 0.34, 0.33, 0.36, 0.36, 0.26, 0.36, 0.58, 0.53, 0.68, 0.39, 0.30, 0.44, 0.38, 0.36, 0.38, 0.32, -1.25, 0.36, -1.07, -0.65, 0.73, -1.07, -0.69, -0.78, -0.95, -0.39, -0.14, 0.35, -1.29, -0.40, -0.89, 0.42, 0.36, 0.37, 0.47, 0.31, 0.26, 0.44, -0.14, 0.47, 0.67, 0.54, 0.48, 0.57, 0.34, 0.46, 0.35, 0.43, -0.40, 0.51, 0.41, 0.52, 0.03, -0.69, 0.46, -0.69, -0.44, -0.96, -0.27, 0.07, 0.83, -0.81, -0.54, 0.35, 0.49, 0.42, 0.42, 0.49]}

---

Record 3
{"formula": "C27H43N6O", "method": "ωB97M-V/def2-TZVPD", "s_squared": 0.754, "orbital_gap_ha": [0.325, 0.338], "charge": 0, "spin_multiplicity": 2, "elements": ["C", "C", "C", "C", "C", "C", "C", "C", "C", "C", "C", "N", "C", "C", "C", "C", "N", "O", "C", "C", "C", "C", "H", "H", "H", "H", "H", "H", "H", "H", "H", "H", "H", "H", "H", "H", "H", "H", "H", "H", "H", "H", "H", "H", "H", "H", "H", "H", "H", "H", "H", "H", "H", "C", "C", "N", "H", "H", "H", "C", "C", "N", "H", "H", "H", "C", "C", "N", "H", "H", "H", "C", "C", "N", "H", "H", "H"], "coordinates": [[-1.69237, 2.90534, 4.25550], [-0.29973, 3.59383, 4.55649], [0.89531, 2.57206, 4.60661], [1.03163, 1.64097, 3.31962], [0.80727, 2.39292, 1.96026], [0.70582, 1.42585, 0.68820], [-0.67578, 0.63249, 0.69478], [-0.91903, -0.27714, -0.43100], [-2.20869, -0.98734, -0.47681], [-3.12870, -0.73690, 0.65222], [-2.69531, 0.20106, 1.67334], [-1.52317, 0.89861, 1.71949], [0.58203, 2.41589, -0.56832], [1.94934, 2.93537, -1.16902], [1.88370, 3.00904, -2.77035], [2.09880, 4.46869, -0.72835], [3.16879, 2.24620, -0.68800], [3.71239, 2.81124, 0.34248], [2.99736, 0.78947, -0.51387], [2.73447, -0.02433, -1.83601], [4.38947, 0.24876, 0.05027], [1.90517, 0.39704, 0.59108], [-2.47871, 3.35603, 4.90934], [-1.63140, 1.78995, 4.38492], [-1.98944, 3.07455, 3.18373], [-0.40982, 4.15435, 5.52913], [-0.08493, 4.36801, 3.77463], [1.85429, 3.14610, 4.76930], [0.77958, 1.92048, 5.51768], [2.09980, 1.27378, 3.34484], [0.38110, 0.74298, 3.45625], [-0.12174, 3.01818, 1.93266], [1.68424, 3.09497, 1.84027], [-0.16618, -0.41039, -1.24647], [-2.47394, -1.67121, -1.31911], [-4.11358, -1.26064, 0.70316], [-3.41012, 0.37364, 2.52100], [-0.04445, 2.00866, -1.39862], [0.03179, 3.32089, -0.18083], [2.73474, 2.39687, -3.18131], [2.02771, 4.05552, -3.13504], [0.94343, 2.57273, -3.18654], [3.09152, 4.83550, -1.08446], [1.89904, 4.63320, 0.35458], [1.31848, 5.06505, -1.28824], [1.77305, 0.28842, -2.31876], [2.60659, -1.10162, -1.52898], [3.62381, 0.02057, -2.51140], [4.52554, 0.55425, 1.12568], [5.26548, 0.66568, -0.50981], [4.40698, -0.87840, 0.07062], [2.48462, 0.27605, 1.54304], [1.58009, -0.64545, 0.31283], [8.70205, -0.66212, 0.10692], [7.61652, -1.61847, 0.42604], [6.77919, -2.37365, 0.67831], [8.79313, 0.07379, 0.90524], [9.64651, -1.19561, 0.00416], [8.47923, -0.14823, -0.82778], [-3.96019, -4.92931, -1.98044], [-4.55394, -3.67992, -1.45300], [-5.01470, -2.70906, -1.04380], [-4.43188, -5.79155, -1.51124], [-4.11720, -4.98688, -3.05512], [-2.88995, -4.94569, -1.77527], [-4.75300, -2.24928, -5.62914], [-3.85325, -3.38039, -5.30341], [-3.15503, -4.25713, -5.05051], [-4.38405, -1.33688, -5.16169], [-4.79172, -2.10677, -6.70863], [-5.75695, -2.45768, -5.26051], [-7.20815, -6.43216, 0.48022], [-6.71716, -7.04397, -0.77699], [-6.34408, -7.52911, -1.75758], [-8.29036, -6.31460, 0.43599], [-6.95286, -7.06981, 1.32606], [-6.74853, -5.45338, 0.61946]], "mulliken_charge": [-0.81, -0.42, -1.08, -0.59, -1.26, 3.33, -0.73, -0.68, -0.70, -0.75, -0.09, 0.04, -1.80, 1.58, -1.52, -1.66, 0.70, -0.61, 1.57, -1.72, -1.77, -1.53, 0.42, 0.15, 0.15, 0.40, 0.20, 0.34, 0.37, 0.31, 0.37, 0.35, 0.40, 0.13, 0.34, 0.35, 0.29, 0.47, 0.25, 0.28, 0.48, 0.27, 0.48, 0.18, 0.50, 0.29, 0.43, 0.32, 0.33, 0.39, 0.45, 0.22, 0.55, -0.80, 0.41, -0.43, 0.26, 0.33, 0.26, -0.63, 0.45, -0.52, 0.16, 0.17, 0.29, -0.77, 0.41, -0.45, 0.26, 0.32, 0.27, -0.73, 0.39, -0.41, 0.28, 0.27, 0.25]}